Arrangement 1

Here is a 2-piece molecular cluster, C4HO2 overall from OMol25. Energies are from wB97M-V/def2-TZVPD.

Positions of all 7 atoms, in Å:
C -0.9078 1.2365 1.1606
C 0.1940 0.7103 0.2136
C 1.3681 -0.1788 -0.1996
C -1.1310 0.4481 0.1091
O 1.6844 -0.7376 0.8922
O 1.7903 -0.2104 -1.3374
H -2.9981 -1.2680 -0.8385

Calculated values
Highest occupied orbital energy (spin up / spin down) = -0.1854 / -0.1799 Eh
Charge = -1
Kohn-Sham gap (spin up / spin down) = 7.63 / 7.85 eV

Arrangement 2

Here is an isolated ion of composition C4HO2 and charge -1 from OMol25. Energies are from wB97M-V/def2-TZVPD.

Positions of all 7 atoms, in Å:
C 0.8462 -1.4973 0.2286
C 0.1048 -0.2663 0.2058
C -1.2683 0.3748 -0.0914
C 1.4516 -0.2254 0.1001
O -1.9204 0.8709 0.8195
O -1.5316 0.2599 -1.3106
H 2.3177 0.4835 0.0479

Calculated values
Highest occupied orbital energy = -0.1716 Eh
Charge = -1
Kohn-Sham gap = 8.88 eV

Verdict on stability: arrangement 1 comes out at the bottom.

Arrangement 1

Here is a 2-piece molecular cluster, C14H26N4OS overall from OMol25. Energies are from wB97M-V/def2-TZVPD.

Positions of all 46 atoms, in Å:
C 6.4578 -3.1375 -0.6452
C 5.7354 -4.4974 -0.7451
C 4.1588 -4.5343 -0.4047
C 3.9555 -4.1363 0.9437
C 2.5244 -4.4012 1.1196
C 1.6703 -3.4965 0.5366
C 0.3302 -3.6179 1.0563
C -0.9411 -2.8715 0.2213
C -1.2763 -1.5993 0.9956
C -0.0647 -0.5277 1.1889
H 0.6014 -1.0945 2.0866
H 0.3624 -0.4808 0.3045
S -0.5270 1.0230 1.8086
C -1.3137 1.8056 0.7462
N -1.3667 1.2170 -0.6499
N -1.8030 2.2763 -1.2080
C -2.1209 3.3939 -0.5547
N -1.7227 3.0693 0.7827
N -3.0075 4.4495 -0.8339
C -3.2080 4.7272 -2.0202
O -3.1183 3.8250 -3.0939
C -3.8142 6.0119 -2.0976
H -3.2498 6.8236 -1.8853
H -4.1158 6.2174 -3.1606
H -5.0114 5.9227 -1.6762
H -3.0551 5.1644 -0.1176
H -2.0230 2.2383 -2.4048
H -1.8091 -1.7940 2.0978
H -1.8748 -0.9539 0.5112
H -0.4334 -2.4404 -0.6814
H -1.9037 -3.3883 0.1600
H -0.1975 -4.8136 0.7805
H 0.0192 -3.4655 2.1393
H 1.6916 -3.7562 -0.6049
H 1.9264 -2.4714 0.6224
H 2.2601 -4.2039 2.5882
H 2.1484 -5.5226 1.0813
H 4.7324 -4.6075 1.8799
H 4.2189 -3.1381 1.1695
H 3.9844 -5.6996 -0.4171
H 3.9124 -3.7728 -1.1101
H 6.1643 -5.0616 -1.4674
H 6.4337 -5.2905 0.0245
H 6.5147 -2.7598 0.2193
H 7.4869 -3.4104 -0.9693
H 5.8610 -2.4327 -1.4686

Calculated values
Highest occupied orbital energy = -0.2829 Eh
Charge = 0
Kohn-Sham gap = 8.03 eV

Arrangement 2

Here is an isolated molecule of C14H26N4OS from OMol25. Energies are from wB97M-V/def2-TZVPD.

Positions of all 46 atoms, in Å:
C 1.1999 5.4954 -1.6275
C 0.3128 5.3815 -0.3934
C 1.1032 5.3036 0.9140
C 2.0282 4.0918 1.0388
C 1.2883 2.7563 1.0141
C 2.2255 1.5826 1.2891
C 1.4933 0.2436 1.2376
C 2.4297 -0.9288 1.5221
C 1.7698 -2.2897 1.2969
C 0.6680 -2.5727 2.3043
H 1.0545 -2.5763 3.3231
H -0.1495 -1.8614 2.2153
S -0.0622 -4.2307 2.0660
C -1.0493 -3.9092 0.6851
N -1.1558 -2.7287 0.1072
N -2.0297 -2.9468 -0.8984
C -2.4017 -4.2394 -0.8743
N -1.8046 -4.8779 0.1080
N -3.2849 -4.8190 -1.7531
C -3.9061 -4.1532 -2.7771
O -3.7162 -2.9768 -2.9889
C -4.8259 -5.0302 -3.5848
H -5.2813 -4.4403 -4.3747
H -4.2664 -5.8524 -4.0258
H -5.6053 -5.4415 -2.9470
H -3.4541 -5.8009 -1.5900
H -2.3302 -2.2281 -1.5413
H 2.5257 -3.0747 1.3725
H 1.3426 -2.3219 0.2934
H 3.2959 -0.8549 0.8602
H 2.7945 -0.8653 2.5501
H 0.6825 0.2558 1.9676
H 1.0466 0.1124 0.2498
H 2.6835 1.7065 2.2736
H 3.0306 1.5839 0.5500
H 0.8197 2.6105 0.0396
H 0.4956 2.7691 1.7661
H 2.7709 4.1098 0.2396
H 2.5697 4.1743 1.9850
H 0.3948 5.2900 1.7464
H 1.7064 6.2101 1.0108
H -0.3367 6.2592 -0.3439
H -0.3320 4.5063 -0.4875
H 1.8856 6.3343 -1.5274
H 1.7823 4.5898 -1.7753
H 0.5918 5.6539 -2.5155

Calculated values
Highest occupied orbital energy = -0.3008 Eh
Charge = 0
Kohn-Sham gap = 8.77 eV

Verdict on stability: arrangement 1 comes out at the bottom.

Arrangement 1

Here is C3H3O2Pb as an isolated structure from OMol25. Energies are from wB97M-V/def2-TZVPD.

Positions of all 9 atoms, in Å:
O 0.1849 0.7335 0.8863
C 0.6824 0.1467 -0.1551
C -0.5671 -0.3722 -0.6996
C -1.3831 0.1174 0.3858
H -0.7879 -0.7947 -1.6767
H -1.8245 -0.6045 1.0799
H -1.9229 1.0625 0.2756
O 1.8704 -0.0299 -0.4386
Pb 3.7479 -0.2589 0.3424

Calculated values
Highest occupied orbital energy (spin up / spin down) = -0.6730 / -0.7617 Eh
Charge = +2
Spin multiplicity = 2
Kohn-Sham gap (spin up / spin down) = 7.32 / 9.63 eV

Arrangement 2

Here is C3H3O2Pb as an isolated structure from OMol25. Energies are from wB97M-V/def2-TZVPD.

Positions of all 9 atoms, in Å:
C 0.9336 -1.5064 -0.2097
C -0.0531 -0.8753 -0.9393
H 1.0145 -2.4141 0.3878
H -1.0979 -1.2036 -0.8369
H 0.1923 -0.3232 -1.8541
O 0.9725 0.1345 1.2504
C 0.1158 0.8110 0.7375
Pb -1.5368 3.5852 0.5890
O -0.5408 1.7918 0.8753

Calculated values
Highest occupied orbital energy (spin up / spin down) = -0.6308 / -0.6302 Eh
Charge = +2
Spin multiplicity = 2
Kohn-Sham gap (spin up / spin down) = 5.47 / 5.44 eV

Verdict on stability: arrangement 2 comes out at the bottom.

Arrangement 1

Here is an isolated ion of composition C3H3N2O and charge +1 from OMol25. Energies are from wB97M-V/def2-TZVPD.

Positions of all 9 atoms, in Å:
C -0.4657 -0.6329 -0.3216
C 0.2888 0.5458 -0.8304
C -0.5517 -0.8255 1.1389
N -0.3385 -0.8728 2.2830
N 1.1609 0.9596 -0.0432
O 2.0234 1.2878 0.6489
H -1.3434 -0.0107 -0.5159
H -0.0517 1.0813 -1.7289
H -0.7221 -1.5326 -0.6307

Calculated values
Highest occupied orbital energy = -0.6118 Eh
Charge = +1
Kohn-Sham gap = 8.23 eV

Arrangement 2

Here is an isolated ion of composition C3H3N2O and charge +1 from OMol25. Energies are from wB97M-V/def2-TZVPD.

Positions of all 9 atoms, in Å:
C -0.1734 -1.0436 2.5958
C -0.3902 -0.1180 1.4083
C -0.2059 -0.0625 -0.0736
N -0.5707 0.2669 2.5609
N 0.5560 -1.6870 3.3442
O 0.8224 -2.3738 4.2124
H -1.0446 0.6997 -0.4194
H -0.1824 -0.9560 -0.7013
H 0.7014 0.6651 -0.3868

Calculated values
Highest occupied orbital energy = -0.5845 Eh
Charge = +1
Kohn-Sham gap = 8.89 eV

Arrangement 3

Here is C3H3N2O as an isolated structure from OMol25. Energies are from wB97M-V/def2-TZVPD.

Positions of all 9 atoms, in Å:
C 0.4227 -2.3558 1.1538
C 0.2313 -0.9708 1.1478
C 0.1556 -0.0486 -0.0036
N 0.1569 -0.7289 2.3678
N 0.6020 -3.0500 2.2195
O 0.4475 -2.3121 3.1802
H 0.3127 1.0662 0.3976
H -0.8146 -0.2146 -0.2880
H 0.8382 -0.3358 -0.7453

Calculated values
Highest occupied orbital energy (spin up / spin down) = -0.6457 / -0.6450 Eh
Charge = +1
Kohn-Sham gap (spin up / spin down) = 8.23 / 7.53 eV

Verdict on stability: arrangement 3 comes out at the bottom.

Arrangement 1

Here is an isolated molecule of C7H10O from OMol25. Energies are from wB97M-V/def2-TZVPD.

Positions of all 18 atoms, in Å:
O 1.4284 1.7619 -0.5406
C 0.4815 1.8109 -1.2852
C -0.5516 0.7359 -1.3277
C 0.2536 -0.4903 -0.8135
C 0.4878 -0.4764 0.5993
C 1.7273 -0.5412 1.1013
C -1.9345 -0.6735 1.1761
C -0.6691 -0.6717 1.5702
H 0.5615 2.5332 -2.0453
H -1.3039 1.0471 -0.6843
H -0.9650 0.6350 -2.3297
H 1.2702 -0.7314 -1.3501
H -0.2088 -1.4196 -1.1665
H 2.6127 -0.4996 0.4686
H 2.0827 -0.6634 2.0972
H -2.7953 -0.9353 1.7735
H -2.1322 -0.3739 0.2022
H -0.3452 -1.0478 2.5547

Calculated values
Highest occupied orbital energy = -0.3119 Eh
Charge = 0
Kohn-Sham gap = 9.44 eV

Arrangement 2

Here is an isolated molecule of C7H10O from OMol25. Energies are from wB97M-V/def2-TZVPD.

Positions of all 18 atoms, in Å:
C -0.7917 -0.1425 0.7295
C -1.5925 0.3403 -0.2911
C -2.9066 -0.3236 -0.5752
C 0.4601 0.0455 1.1521
C -1.1534 1.4297 -1.1395
C 2.5102 -1.0700 0.1809
C 1.8623 -0.1857 1.1768
O -3.5423 -0.0943 -1.5440
H -1.3046 -0.6376 1.4683
H -3.3908 -1.1148 0.1454
H -0.0255 1.2517 -1.6150
H -1.1290 2.4367 -0.7001
H -1.7810 1.5155 -2.0041
H 1.9384 -1.9989 0.1442
H 3.5899 -1.3701 0.3561
H 2.6052 -0.4606 -0.7981
H 2.2697 0.8237 1.1130
H 2.3814 -0.4450 2.2007

Calculated values
Highest occupied orbital energy (spin up / spin down) = -0.2799 / -0.2764 Eh
Charge = 0
Kohn-Sham gap (spin up / spin down) = 7.51 / 6.40 eV

Arrangement 3

Here is C7H10O as an isolated structure from OMol25. Energies are from wB97M-V/def2-TZVPD.

Positions of all 18 atoms, in Å:
C 1.3159 2.2291 0.2999
C 1.2087 1.0246 0.1323
C -1.5312 -0.4543 1.5278
C -0.2475 -0.3421 1.7130
C -1.0611 0.1378 -1.6041
C -0.0304 -0.8814 -1.0503
C 0.8672 -0.3616 0.1348
O 2.0014 -1.1327 0.2799
H 1.7139 3.1260 0.5177
H -2.1456 -0.5013 2.3673
H -1.9824 -0.7239 0.5584
H 0.2705 -0.1007 2.6406
H -2.0871 0.0854 -1.3438
H -0.7560 1.0708 -1.0603
H -0.7812 0.2044 -2.6928
H 0.7618 -0.8923 -1.7529
H -0.3826 -1.8347 -0.8400
H 2.8659 -0.6532 0.1726

Calculated values
Highest occupied orbital energy = -0.3285 Eh
Charge = 0
Kohn-Sham gap = 9.78 eV

Arrangement 4

Here is C7H10O as an isolated structure from OMol25. Energies are from wB97M-V/def2-TZVPD.

Positions of all 18 atoms, in Å:
C 1.4433 -0.7338 1.2631
C 1.4668 0.0557 -1.0554
C 0.8467 1.3061 -0.6460
C -0.2331 1.3810 0.3526
C -1.5355 0.9336 0.4119
C -2.3582 -0.2261 -0.1760
C -1.7532 -1.4509 -0.3947
H 2.4068 0.1031 1.4847
H 1.6918 -1.6667 1.8593
H 0.2166 -0.1934 1.3997
H 2.1679 -0.0326 -1.8397
H 0.8585 2.1455 -1.4140
H -0.0726 2.0216 1.4959
H -2.1257 1.4150 1.1212
H -3.3721 -0.2376 -0.0852
H -2.5847 -2.3163 -0.6764
H -0.8245 -1.6713 -0.4929
O 1.7971 -0.8951 -0.1733

Calculated values
Highest occupied orbital energy = -0.3108 Eh
Charge = 0
Kohn-Sham gap = 9.16 eV

Verdict on stability: arrangement 4 comes out at the bottom.

Arrangement 1

Here is a 2-piece molecular cluster, C7H10O overall from OMol25. Energies are from wB97M-V/def2-TZVPD.

Positions of all 18 atoms, in Å:
C -0.0348 0.2371 0.1510
C 0.6948 0.1789 1.2558
C -0.7152 0.2457 -0.9056
C 2.1043 0.5592 1.3305
C -1.6152 1.0489 -1.7339
C -0.7377 -1.8397 -1.7630
C 2.6171 0.6218 2.7558
O 2.7959 0.8175 0.3668
H 0.2095 -0.0855 2.1860
H -2.5775 0.5514 -1.8377
H -1.1887 1.2003 -2.7251
H -1.7750 2.0180 -1.2607
H -1.7338 -1.8494 -2.1569
H -0.5406 -2.4424 -0.8991
H 0.0654 -1.7425 -2.4684
H 2.4920 -0.3487 3.2343
H 2.0354 1.3498 3.3227
H 3.6653 0.9013 2.7724

Calculated values
Highest occupied orbital energy (spin up / spin down) = -0.3139 / -0.3139 Eh
Charge = 0
Kohn-Sham gap (spin up / spin down) = 8.19 / 8.19 eV

Arrangement 2

Here is an isolated molecule of C7H10O from OMol25. Energies are from wB97M-V/def2-TZVPD.

Positions of all 18 atoms, in Å:
C 1.6326 -2.1664 -0.2408
C 0.7542 -1.3182 -0.9077
C 0.3154 -0.1116 -0.6534
C 1.1111 -3.0567 0.7537
C -0.5074 1.3419 1.1231
C -1.5020 1.2531 -1.4413
C -0.2273 1.1958 -0.3981
O 0.4631 2.3567 -0.8284
H 2.1979 -3.7630 0.9532
H 0.2522 -3.6578 0.5518
H 0.9456 -2.6549 1.6826
H -0.4540 0.3709 1.5604
H -1.3988 1.9091 1.3466
H 0.4050 1.9256 1.6041
H -2.1259 0.4286 -1.3009
H -2.0492 2.1592 -1.1740
H -1.0096 1.3605 -2.4197
H 1.1970 2.4273 -0.2115

Calculated values
Highest occupied orbital energy = -0.2854 Eh
Charge = 0
Kohn-Sham gap = 7.50 eV

Verdict on stability: arrangement 2 comes out at the bottom.